[1]
ORCA calculation (ωB97M-V/def2-TZVPD) on a cluster of 2 separate species, C3H3NO4 in total at a distorted geometry.

```
! wB97M-V def2-TZVPD RIJCOSX def2/J DEFGRID3
* xyz 0 1
C -1.241 -0.910 -0.003
C 0.769 0.565 -0.169
C 1.826 -0.281 0.030
H -2.351 1.221 -0.383
H -0.690 -1.846 0.617
H 2.700 0.319 0.052
N -0.517 0.292 0.160
O -1.291 1.523 0.347
O -2.363 -1.022 -0.349
O 1.201 1.701 -0.349
O 1.956 -1.561 0.046
*
```

As for the frontier orbital gap: 9.480 eV. Its HOMO energy is -10.841 eV. The LUMO energy comes out at -1.36 eV.



[2]
ORCA calculation (ωB97M-V/def2-TZVPD) on the ion C6H14NO with charge -1 at a distorted geometry.

```
! wB97M-V def2-TZVPD RIJCOSX def2/J DEFGRID3
* xyz -1 1
C 0.154 0.908 0.193
N 1.001 0.459 1.246
C 0.794 1.189 2.616
O -0.230 0.681 3.372
C 0.364 0.194 -1.091
C -0.472 -1.050 -1.375
C 0.303 -1.880 -2.507
C -1.848 -0.429 -1.999
H 0.461 1.978 0.124
H -0.943 0.896 0.370
H 0.874 -0.516 1.468
H 1.767 1.191 3.117
H 0.721 2.282 2.353
H 0.353 0.979 -1.859
H 1.440 -0.136 -1.071
H -0.658 -1.703 -0.526
H -0.310 -2.773 -2.871
H 0.511 -1.248 -3.356
H 1.147 -2.228 -1.989
H -2.328 -1.287 -2.612
H -1.493 0.407 -2.617
H -2.480 -0.085 -1.255
*
```

As for the frontier orbital gap: 5.832 eV. Its HOMO energy is -2.328 eV. The LUMO energy comes out at 3.50 eV. The SMILES is CC(C)CCNC[O-].



[3]
ORCA calculation (ωB97M-V/def2-TZVPD) on an isolated molecule of C4H8N2O at a distorted geometry.

```
! wB97M-V def2-TZVPD RIJCOSX def2/J DEFGRID3
* xyz 0 1
C 0.790 0.781 -0.356
C 1.781 -0.310 -0.221
C -0.646 -1.012 1.147
C -0.545 0.794 -0.795
N -1.387 -0.129 -0.021
N -1.065 1.707 -1.519
O -2.572 0.181 0.143
H 1.264 1.748 -0.516
H -2.085 1.700 -1.456
H 1.503 -1.213 -0.777
H 1.972 -0.547 0.821
H 2.731 0.032 -0.641
H -0.114 -0.476 1.935
H -0.090 -1.805 0.658
H -1.537 -1.453 1.596
*
```

As for the frontier orbital gap (alpha / beta): 8.593 / 7.644 eV. Its HOMO energy (alpha / beta) is -8.677 / -8.404 eV. The LUMO energy (alpha / beta) comes out at -0.08 / -0.76 eV.



Across the entries above, energy above the lowest of the compared OMol25 structures with the same formula, charge and spin takes the values 144.3 29.9 132.0 kcal per mole, respectively.
Across the entries above, energy takes the values -471.64327 -366.95399 -341.79331 a.u., respectively.